1.
# C6H12N2Si

A 2-piece molecular cluster, C6H12N2Si overall in a non-equilibrium geometry (ωB97M-V/def2-TZVPD, the OMol25 dataset).

```
! RIJCOSX wB97M-V def2-TZVPD def2/J DEFGRID3
* xyz 0 1
C 2.598 -0.024 0.838
C 1.483 -0.913 0.802
C 1.724 0.418 -1.084
C -0.902 2.397 0.440
C -1.898 1.410 0.252
C -0.399 -0.976 -0.784
N 2.634 0.838 -0.118
N 0.828 -0.627 -0.377
Si -1.625 -2.047 0.037
H 3.176 -0.002 1.745
H 1.233 -1.802 1.444
H 2.120 0.038 -2.024
H 1.173 1.064 -1.683
H -0.490 2.580 1.397
H -0.635 2.966 -0.416
H -2.332 1.297 -0.764
H -2.299 0.896 1.074
H -0.619 -0.579 -1.781
H -1.700 -3.427 -0.162
H -2.907 -1.589 -0.283
H -1.163 -1.917 1.450
*
```

Calculated values
- E (Ha) = -634.64306
- HOMO-LUMO gap (spin up / spin down) (eV) = 7.01 / 7.01
- energy above the lowest of the compared OMol25 structures with the same formula, charge and spin (kcal per mole) = 146.5

2.
# C6H12N3O3P

A 2-piece molecular cluster, C6H12N3O3P overall in a non-equilibrium geometry (ωB97M-V/def2-TZVPD, the OMol25 dataset).

```
! RIJCOSX wB97M-V def2-TZVPD def2/J DEFGRID3
* xyz 0 1
C 1.965 -2.968 -0.414
C 0.395 -2.541 1.050
C 2.864 1.879 -0.033
C -3.505 -0.095 -0.541
C 3.964 0.822 -0.558
C -3.008 -0.082 0.802
N 1.371 -3.363 0.849
N 1.394 -1.931 -0.899
N 0.386 -1.715 -0.029
O -0.779 -0.072 -1.754
O 3.433 -0.276 -0.823
O -1.474 -0.176 0.889
P -0.326 -0.234 -0.359
H 2.851 -3.501 -0.731
H -0.350 -2.439 1.764
H 0.644 0.671 0.037
H 1.859 1.604 0.259
H 2.747 2.537 -0.882
H -3.041 -0.868 -1.155
H -4.593 -0.225 -0.542
H -3.418 0.860 -0.984
H 3.310 2.387 0.894
H 4.978 1.139 -0.918
H -3.245 -0.959 1.458
H -3.159 0.845 1.308
*
```

Calculated values
- E (Ha) = -967.11604
- HOMO-LUMO gap (eV) = 10.54
- energy above the lowest of the compared OMol25 structures with the same formula, charge and spin (kcal per mole) = 77.1